Entry 1:
{"formula": "C5H11NO", "method": "ωB97M-V with the def2-TZVPD basis set", "species": ["O", "N", "C", "C", "C", "C", "C", "H", "H", "H", "H", "H", "H", "H", "H", "H", "H", "H"], "positions_angstrom": [[-2.0868, 1.2600, -0.4646], [0.4404, 0.0874, 1.0283], [1.6069, 0.6276, -1.1672], [-0.9535, -0.1969, 1.2554], [-1.9491, -0.1379, -0.3077], [1.4882, -0.9287, 0.9516], [0.8809, -0.3359, -0.2721], [-1.4648, 0.7088, 1.5507], [0.0162, -0.8446, -0.7269], [0.9046, 1.1198, -1.8516], [2.4401, -0.5201, 1.3075], [-1.8872, -0.5261, -1.3728], [2.3487, 0.0985, -1.7716], [-1.0164, -0.9013, 2.1289], [-1.3267, 1.6077, -0.9505], [1.3500, -1.9769, 1.2262], [-2.9048, -0.5366, 0.0106], [2.1132, 1.3951, -0.5742]], "mulliken_charge": [-0.54, -0.35, -1.48, -0.46, -0.56, -0.41, 0.26, 0.27, 0.42, 0.28, 0.24, 0.29, 0.34, 0.40, 0.32, 0.30, 0.31, 0.36], "total_energy_ha": -326.9696, "de_lowest_kj_mol": 424.7, "gap_ev": 9.601, "e_lumo_ev": 1.0, "smiles": "C[C@H]1CN1CCO"}

***

Entry 2:
{"formula": "C5H11NO", "method": "ωB97M-V with the def2-TZVPD basis set", "species": ["O", "N", "C", "C", "C", "C", "C", "H", "H", "H", "H", "H", "H", "H", "H", "H", "H", "H"], "positions_angstrom": [[-1.5532, 1.5223, -0.4970], [0.1431, 0.1245, 0.7113], [1.6585, 0.4377, -1.2843], [-1.1676, -0.4578, 0.9416], [1.3463, -0.5292, 1.1554], [0.9946, -0.4828, -0.2918], [-2.0913, 0.2518, -0.0967], [-1.4565, -0.2396, 1.9756], [0.6353, -1.4303, -0.7056], [-0.8739, 1.6816, 0.1721], [0.9464, 0.7287, -2.0638], [-2.1584, -0.4094, -0.9809], [2.0009, 1.3489, -0.7840], [-2.9957, 0.7205, 0.2761], [2.5209, -0.0436, -1.7586], [1.2528, -1.4795, 1.6782], [2.1074, 0.1446, 1.5453], [-1.1525, -1.5645, 0.8497]], "mulliken_charge": [-0.53, -0.33, -1.48, -0.57, -0.35, 0.15, -0.41, 0.32, 0.36, 0.39, 0.28, 0.24, 0.31, 0.34, 0.40, 0.27, 0.24, 0.39], "total_energy_ha": -327.0348, "de_lowest_kj_mol": 253.6, "gap_ev": 10.533, "e_lumo_ev": 1.1, "smiles": "C[C@H]1CN1CCO"}

***

Entry 3:
{"formula": "C5H11NO", "method": "ωB97M-V with the def2-TZVPD basis set", "species": ["O", "N", "C", "C", "C", "C", "C", "H", "H", "H", "H", "H", "H", "H", "H", "H", "H", "H"], "positions_angstrom": [[-1.4887, 0.0605, -1.3211], [0.7810, -0.1060, -1.6029], [2.1904, -0.5909, -1.4153], [-1.6645, -0.6061, 1.3167], [-0.4106, -0.1243, 0.7380], [-0.4155, -0.1424, -0.7460], [-0.3090, 1.4567, 1.1214], [0.5060, 2.0306, 0.7148], [2.3377, -0.8017, -0.4035], [0.5870, -0.6188, 1.0796], [-1.9214, -0.5248, 2.4087], [0.5061, 0.0288, -2.6023], [-0.9649, 1.9477, 0.3390], [-1.9729, -1.5862, 0.9199], [2.8977, -0.1927, -2.0408], [-2.5175, -0.1030, 0.8074], [2.2145, -1.7663, -1.5742], [-0.3555, 1.6389, 2.2607]], "mulliken_charge": [-0.62, -0.19, -0.86, -1.31, 0.69, 0.19, -1.28, 0.39, 0.31, 0.17, 0.32, 0.26, 0.33, 0.35, 0.36, 0.31, 0.27, 0.31], "total_energy_ha": -327.0358, "de_lowest_kj_mol": 250.8, "gap_ev": 10.131, "e_lumo_ev": 0.9, "smiles": "CNC(=O)C(C)C"}

***

Entry 4:
{"formula": "C5H11NO", "method": "ωB97M-V with the def2-TZVPD basis set", "species": ["O", "N", "C", "C", "C", "C", "C", "H", "H", "H", "H", "H", "H", "H", "H", "H", "H", "H"], "positions_angstrom": [[-1.3574, -0.0095, 1.1035], [-0.1312, -0.6554, -0.6543], [1.0669, -0.8710, -1.4457], [-1.3029, -1.4462, -1.1129], [-0.2921, 0.0049, 0.5392], [0.9466, 0.6895, 1.0592], [1.0181, 2.2146, 0.7869], [1.0657, 0.4394, 2.1164], [1.3698, 2.6829, 1.7072], [-1.0292, -2.1816, -1.8527], [-1.6493, -1.9433, -0.2137], [1.9445, -0.5093, -0.9174], [1.8083, 2.3768, 0.0574], [1.8828, 0.2998, 0.7251], [1.0168, -0.3306, -2.3937], [0.1254, 2.7559, 0.5271], [1.1643, -1.9352, -1.6157], [-2.1005, -0.7558, -1.3837]], "mulliken_charge": [-0.63, 0.02, -0.95, -0.97, 0.49, -0.50, -1.00, 0.38, 0.29, 0.36, 0.33, 0.35, 0.25, 0.29, 0.26, 0.37, 0.38, 0.27], "total_energy_ha": -327.0945, "de_lowest_kj_mol": 96.8, "gap_ev": 10.010, "e_lumo_ev": 0.9, "smiles": "CCC(=O)N(C)C"}

***

Entry 5:
{"formula": "C5H11NO", "method": "ωB97M-V with the def2-TZVPD basis set", "species": ["O", "N", "C", "C", "C", "C", "C", "H", "H", "H", "H", "H", "H", "H", "H", "H", "H", "H"], "positions_angstrom": [[0.8657, -2.7689, 0.5651], [1.7534, 0.8353, 1.1146], [-0.5676, 0.2749, -1.1226], [-2.0068, -0.0711, -0.6452], [-2.3694, -0.0962, 0.6524], [0.0816, 1.3376, -0.6281], [1.5785, 1.2685, -0.3086], [2.0326, 2.2186, -0.6515], [-0.0688, -0.4974, -1.6752], [1.3610, -0.0885, 0.9661], [2.7793, 0.6446, 1.4025], [0.0729, -2.2570, 0.7386], [-1.7666, 0.4977, 1.4510], [0.8821, -2.7005, -0.4196], [-0.5329, 2.1729, -0.2673], [1.9246, 0.5015, -0.9736], [-3.4451, -0.2651, 0.8859], [-2.7373, -0.2052, -1.4675]], "mulliken_charge": [-0.67, -0.69, -0.42, -0.19, -0.74, -0.26, -0.54, 0.38, 0.38, 0.30, 0.26, 0.31, 0.27, 0.33, 0.38, 0.29, 0.29, 0.31], "total_energy_ha": -327.0074, "de_lowest_kj_mol": 325.4, "gap_ev": 10.231, "e_lumo_ev": 0.8, "smiles": "C=C/C=C/CN.O"}

***

Entry 6:
{"formula": "C5H11NO", "method": "ωB97M-V with the def2-TZVPD basis set", "species": ["O", "N", "C", "C", "C", "C", "C", "H", "H", "H", "H", "H", "H", "H", "H", "H", "H", "H"], "positions_angstrom": [[1.4149, -0.4964, 2.4058], [2.4437, -0.8566, 0.4447], [-0.0329, -0.8238, 0.5332], [-0.2237, 0.5928, -1.5678], [-0.4860, 0.5343, -0.0635], [-1.9716, 0.7581, 0.2043], [1.3243, -0.6973, 1.2076], [-2.1984, 0.5057, 1.2425], [-0.7002, -1.1586, 1.3205], [0.8344, 0.6063, -1.8378], [-2.2721, 1.7885, 0.0068], [0.0452, -1.5807, -0.2498], [-0.7093, -0.2026, -2.1288], [-2.5845, 0.1517, -0.4624], [3.2868, -0.9196, 0.9924], [2.3914, -1.0862, -0.5327], [-0.6143, 1.5454, -1.9452], [0.0522, 1.3389, 0.4303]], "mulliken_charge": [-0.64, -0.38, -0.75, -1.56, 0.84, -1.54, 0.36, 0.42, 0.33, 0.37, 0.39, 0.40, 0.39, 0.33, 0.25, 0.21, 0.39, 0.21], "total_energy_ha": -327.1288, "de_lowest_kj_mol": 6.6, "gap_ev": 10.507, "e_lumo_ev": 0.9, "smiles": "CC(C)CC(N)=O"}

***

The records above give, respectively, HOMO level values of -8.63 -9.41 -9.24 -9.12 -9.47 -9.63 eV.